Entry 1:
This record from the OMol25 dataset describes 10 unconnected molecules or ions with the total composition C60H64BrNO3 in a non-equilibrium geometry. The level of theory is ωB97M-V with the def2-TZVPD basis set.

Structure (XYZ):
```
129
Properties=species:S:1:pos:R:3
N -4.58507 -1.77455 -4.06048
C -5.50163 -2.09058 -5.16608
C -6.13325 -3.45742 -4.97323
C -7.47249 -3.57580 -5.70324
C -8.61715 -3.03791 -4.89164
O -9.69148 -3.99342 -4.84470
C -10.79656 -3.23652 -4.59272
O -11.64913 -3.43824 -3.76446
O -10.72609 -2.16575 -5.45624
C -9.38961 -1.72843 -5.30885
Br -8.78866 -0.71405 -6.80798
H -5.12066 -1.36680 -3.30813
H -3.96809 -1.03350 -4.36668
H -4.97275 -2.06426 -6.10604
H -6.30845 -1.36463 -5.19512
H -6.25196 -3.65664 -3.91784
H -5.48162 -4.22116 -5.37624
H -7.38979 -3.07695 -6.65781
H -7.67798 -4.62259 -5.86447
H -8.33790 -2.86182 -3.85838
H -9.37026 -1.07351 -4.45283
C -1.70156 -5.85020 -2.08532
C -2.65205 -4.98102 -2.60630
C -2.65773 -3.64460 -2.23012
C -1.70873 -3.18111 -1.32806
C -0.76355 -4.04951 -0.80228
C -0.75793 -5.38442 -1.18000
H -1.69630 -6.89083 -2.38388
H -3.39077 -5.34549 -3.30968
H -3.39521 -2.96807 -2.64246
H -1.70658 -2.13774 -1.03350
H -0.02933 -3.68410 -0.09522
H -0.01931 -6.06073 -0.76804
C -0.76536 -7.49286 2.88780
C -1.72182 -6.63101 2.36997
C -1.72819 -5.29526 2.74528
C -0.78373 -4.82202 3.64459
C 0.16869 -5.68428 4.16838
C 0.17902 -7.01841 3.78712
H -0.75130 -8.53182 2.58544
H -2.45864 -6.99770 1.66751
H -2.46810 -4.62118 2.33398
H -0.78743 -3.77842 3.93284
H 0.90841 -5.31552 4.86782
H 0.92882 -7.68872 4.18708
C 0.83269 0.61366 1.45941
C 0.91003 -0.70935 1.04687
C 1.09733 -1.71720 1.98308
C 1.20956 -1.40250 3.32982
C 1.13797 -0.07963 3.74126
C 0.94877 0.92868 2.80652
H 0.68198 1.40101 0.73210
H 0.82459 -0.95504 -0.00451
H 1.15541 -2.75013 1.66333
H 1.35402 -2.18974 4.05887
H 1.23004 0.16652 4.79102
H 0.89370 1.96179 3.12644
C -4.84482 -4.08756 -9.09719
C -3.65034 -3.81402 -9.74825
C -2.64047 -4.76536 -9.77289
C -2.82344 -5.98901 -9.14430
C -4.01526 -6.26061 -8.48779
C -5.02573 -5.31017 -8.46573
H -5.63575 -3.34801 -9.08306
H -3.50675 -2.85961 -10.23751
H -1.70993 -4.55312 -10.28242
H -2.03623 -6.73091 -9.16529
H -4.15639 -7.21252 -7.99312
H -5.95685 -5.52226 -7.95513
C -2.15142 2.38440 0.21440
C -2.32532 3.15034 -0.92972
C -3.06876 2.65709 -1.99174
C -3.63704 1.39485 -1.91090
C -3.45440 0.62172 -0.77102
C -2.71268 1.11698 0.29316
H -1.57768 2.77511 1.04539
H -1.88398 4.13682 -0.99264
H -3.20797 3.25818 -2.88069
H -4.22189 1.01270 -2.73827
H -3.89215 -0.36713 -0.70972
H -2.57188 0.51715 1.18295
C 2.49341 6.55169 2.17564
C 3.62318 5.76324 2.34562
C 3.65250 4.47239 1.83695
C 2.55064 3.96994 1.15988
C 1.41860 4.75593 0.99538
C 1.38958 6.04745 1.50238
H 2.47311 7.56009 2.56842
H 4.48182 6.15490 2.87561
H 4.53343 3.85803 1.96876
H 2.57310 2.96440 0.76084
H 0.55758 4.36065 0.46999
H 0.50762 6.66113 1.37260
C 7.74636 6.96845 6.59007
C 7.18853 5.70110 6.68114
C 5.87850 5.48816 6.27570
C 5.12509 6.54373 5.78197
C 5.68100 7.81248 5.69643
C 6.99197 8.02454 6.09916
H 8.76931 7.13368 6.90168
H 7.77530 4.87847 7.06819
H 5.44421 4.49936 6.34401
H 4.10400 6.37691 5.46362
H 5.09175 8.63696 5.31507
H 7.42701 9.01297 6.03402
C 4.89049 -7.35983 1.76303
C 5.47134 -6.65888 0.71561
C 4.79568 -5.59648 0.13228
C 3.53786 -5.23680 0.59519
C 2.95387 -5.94145 1.63888
C 3.63090 -7.00212 2.22294
H 5.41961 -8.18549 2.22078
H 6.45135 -6.94087 0.35365
H 5.24941 -5.04861 -0.68317
H 3.01170 -4.40644 0.14115
H 1.97012 -5.66486 1.99703
H 3.17604 -7.55089 3.03715
C 7.35548 13.57682 6.66795
C 8.50281 14.26164 6.29392
C 9.34462 13.73084 5.32670
C 9.04056 12.51332 4.73487
C 7.89596 11.82628 5.11315
C 7.05275 12.35767 6.07854
H 6.69703 13.99309 7.41890
H 8.74142 15.21007 6.75684
H 10.23821 14.26626 5.03418
H 9.69564 12.09962 3.97949
H 7.66042 10.87548 4.65281
H 6.15948 11.82144 6.37247
```

Computed properties:
Net charge: 0
Kohn-Sham gap (eV): 9.38
LUMO energy (eV): 0.28
F_max (eV/A): 2.315
SMILES: NCCC[C@@H]1OC(=O)O[C@@H]1Br.c1ccccc1.c1ccccc1.c1ccccc1.c1ccccc1.c1ccccc1.c1ccccc1.c1ccccc1.c1ccccc1.c1ccccc1
HOMO energy (eV): -9.11
Molar mass (g mol⁻¹): 927.08



Entry 2:
This record from the OMol25 dataset describes a molecular structure, CH11LiO5 in a non-equilibrium geometry. The level of theory is ωB97M-V with the def2-TZVPD basis set.

Structure (XYZ):
```
18
Properties=species:S:1:pos:R:3
Li 0.65589 -0.28583 0.39522
C -1.14411 1.78717 -0.23778
O -0.01311 1.10117 -0.86378
H -0.95911 2.12317 0.55922
H -1.96111 1.25817 0.23222
H -1.47011 2.52317 -0.95578
O 2.45089 0.60517 1.08122
H 2.14389 1.56317 0.94722
H 3.31189 0.53017 1.62722
O -0.66811 -1.35683 1.55022
H -1.12311 -1.31883 2.52622
H -0.41811 -2.25383 1.54622
O 1.34189 -1.94683 -0.50178
H 1.62189 -2.41383 0.25222
H 1.15689 -2.80983 -1.04878
O -1.82911 0.00417 -2.36978
H -1.18011 0.37817 -1.72278
H -1.91711 0.51217 -3.01678
```

Computed properties:
Net charge: 0
Kohn-Sham gap (eV): 6.60
LUMO energy (eV): -0.62
F_max (eV/A): 13.446
HOMO energy (eV): -7.22
Molar mass (g mol⁻¹): 110.03
ΔE to the lowest compared entry with this formula, charge and spin (kcal per mole): 53.0



Entry 3:
This record from the OMol25 dataset describes a molecular structure, C6H14N2 in a non-equilibrium geometry. The level of theory is ωB97M-V with the def2-TZVPD basis set.

Structure (XYZ):
```
22
Properties=species:S:1:pos:R:3
C -1.28190 1.36125 -1.30218
C -0.66864 -0.06511 -1.47972
C 2.36705 0.22702 0.20436
C -0.13642 -0.57346 0.88156
C -0.08080 0.54882 1.95475
C -1.58267 -1.15108 0.68779
H -2.00045 1.41383 -2.11585
H -0.37436 1.97208 -1.46723
H -1.73443 1.60301 -0.38397
H -0.15778 -0.01173 -2.46027
H -1.27899 -1.10121 -1.64029
H 3.48518 0.35567 -0.06068
H 2.28267 -0.07283 1.21573
H 0.46812 -1.54580 1.09734
H -0.79645 -0.30380 2.83934
H 1.10852 0.80380 2.46180
H -0.54625 1.70101 1.39189
H -2.38228 -0.67478 0.08556
H -1.85836 -1.35896 1.83230
H -1.37426 -2.09424 0.20830
N 0.36480 -0.43839 -0.46054
N 1.55797 0.04257 -0.77993
```

Computed properties:
Net charge: 0
Kohn-Sham gap (eV): 9.05
LUMO energy (eV): 0.88
F_max (eV/A): 4.846
HOMO energy (eV): -8.17
Molar mass (g mol⁻¹): 114.19
ΔE to the lowest compared entry with this formula, charge and spin (kcal per mole): 150.4